This record from the Open Molecules 2025 dataset describes a molecular structure, C15H31BCaF4P2 at a distorted geometry. The level of theory is ωB97M-V with the def2-TZVPD basis set.

```
54
Properties=species:S:1:pos:R:3:forces:R:3
P 2.959377 -0.368371 -1.264555 0.80 -0.17 -0.03
P 0.731236 -2.267703 -2.325155 0.00 -0.41 -0.55
C 3.517297 -1.864566 -2.251734 -0.11 0.22 0.26
C 2.404877 -2.373556 -3.166783 -0.33 0.11 0.12
H 3.817338 -2.637273 -1.526662 -0.11 0.16 -0.20
H 4.402359 -1.576578 -2.834487 -0.03 -0.20 0.20
H 2.343584 -1.772346 -4.087480 0.05 -0.13 0.25
H 2.578017 -3.420503 -3.449679 -0.02 0.24 -0.15
C 0.670414 -4.008194 -1.718048 -0.10 -0.01 0.14
H -0.351684 -4.227309 -1.378818 0.29 -0.05 -0.03
H 1.359720 -4.142299 -0.872224 -0.20 -0.02 -0.21
H 0.946136 -4.689813 -2.534992 -0.10 0.03 0.28
C -0.294567 -2.497934 -3.834243 -0.15 -0.02 -0.04
H 0.050907 -3.376212 -4.397576 -0.20 0.21 -0.01
H -0.225398 -1.597390 -4.463792 -0.08 -0.32 0.16
H -1.341800 -2.637516 -3.527041 0.26 0.02 -0.22
C 4.336235 -0.381107 -0.045266 0.05 0.09 0.12
H 4.288176 0.546699 0.544063 0.13 -0.31 -0.10
H 5.302584 -0.446012 -0.564794 -0.11 0.01 0.27
H 4.215597 -1.240100 0.632931 0.10 0.31 -0.17
C 3.648384 0.914708 -2.395543 -0.13 0.17 0.02
H 3.038776 0.985538 -3.307731 0.20 0.03 0.22
H 4.683023 0.653957 -2.657607 -0.21 0.20 -0.02
H 3.627254 1.885341 -1.880490 0.03 -0.18 -0.24
Ca -3.405438 2.500330 2.663186 -0.27 -0.34 0.13
C -2.544799 0.277615 -0.000259 -0.32 0.12 -1.49
C -2.205181 -0.622960 0.904402 -0.16 -1.08 0.97
C -0.823857 -1.125474 1.229179 0.80 -0.06 0.19
C -0.057899 -0.321127 2.312481 -0.18 -0.22 0.19
C -0.149191 1.173847 2.223617 0.54 0.88 -0.93
C -0.242390 1.917804 1.092794 0.19 -0.16 1.19
C -0.220466 1.412577 -0.316036 0.07 -0.27 -0.52
C -1.612664 1.058691 -0.895575 0.25 0.45 -0.12
C -1.814048 3.889954 3.578230 0.11 -0.06 0.36
H -3.572010 0.253002 -0.390064 0.05 0.38 0.68
H -2.996616 -1.189221 1.425392 0.16 0.40 -0.42
H -0.199037 -1.186240 0.322213 -0.41 0.00 0.26
H -0.926933 -2.156082 1.616473 0.06 0.39 -0.27
H -0.429635 -0.644685 3.295678 0.02 0.21 -0.11
H 1.010839 -0.594970 2.326152 -0.28 -0.09 -0.18
H 0.072141 1.701340 3.155950 -0.53 -0.01 -0.20
H -0.242195 3.013534 1.193970 -0.05 -0.51 0.19
H 0.464079 0.558873 -0.424438 -0.26 0.31 0.09
H 0.210122 2.222732 -0.934019 -0.19 -0.41 0.11
H -2.078499 2.013354 -1.195630 -0.17 -0.34 0.16
H -1.495225 0.498639 -1.840891 0.06 0.13 0.29
H -2.364980 4.838815 3.489057 0.18 0.16 0.27
H -0.754372 4.081924 3.370106 -0.21 0.01 0.00
H -1.899171 3.567840 4.644233 0.09 0.36 -0.43
F -5.418924 1.479677 3.311276 -0.10 0.96 0.48
B -5.771913 2.729499 4.165044 0.58 -0.71 -0.47
F -5.789010 3.776642 3.210944 -0.15 -0.51 0.16
F -6.895586 2.488978 4.884349 0.66 0.36 -0.40
F -4.554984 2.923631 4.889895 -0.58 -0.32 -0.21
```
Forces are in eV/Å.

Summary:
calculated total energy = -64625.84833 eV
HOMO = -7.54 eV
HOMO-LUMO gap = 7.39 eV
energy above the lowest of the compared OMol25 structures with the same formula, charge and spin = 5.6 kcal per mole
max |F| = 1.532 eV/A

Here are the Mulliken charges for atoms 1 to 5, given in e: 0.83, 0.83, -1.11, -1.13, 0.44